# 1
Density functional theory data (ωB97M-V with the def2-TZVPD basis set) for a structure of composition C48H36MnN5O2S3.

As for the net charge: -1. Its multiplicity is 2. As for the gap between HOMO and LUMO (spin up / spin down): 6.2 / 5.5 eV. The LUMO energy (spin up / spin down) is 2.07 / 2.07 eV. For the maximum force, the calculation gives 0.79 eV/A. The value obtained for the total energy is -125732.336 eV.

```
95
Properties=species:S:1:pos:R:3:forces:R:3
Mn -0.40969 0.84765 0.05185 0.004 0.261 0.748
S -4.02422 3.65564 -0.25320 -0.001 0.064 -0.009
C -2.70531 4.54722 0.38491 0.022 -0.008 0.000
C -1.60576 3.76618 0.56922 -0.007 -0.025 -0.039
C -1.76551 2.37684 0.21368 0.128 0.104 -0.016
C -3.04936 2.21322 -0.25746 0.012 -0.152 0.012
C -3.51462 0.93952 -0.77005 -0.048 0.037 0.013
C -4.79129 0.70173 -1.29519 -0.001 -0.022 0.009
C -5.10369 -0.56217 -1.75002 -0.012 -0.008 -0.012
C -4.14948 -1.57236 -1.67908 0.006 0.002 0.009
C -2.90742 -1.25483 -1.15512 -0.011 0.005 0.019
N -2.59780 -0.03885 -0.71465 0.249 0.003 -0.102
H -2.80301 5.60618 0.57310 -0.030 -0.001 -0.008
H -0.66733 4.18198 0.92021 0.004 -0.006 0.006
H -5.51408 1.50584 -1.34804 0.011 0.010 0.012
H -6.08522 -0.76100 -2.16429 0.001 -0.009 0.001
H -4.35322 -2.57498 -2.02958 -0.008 0.004 -0.006
H -2.10811 -1.98593 -1.09886 -0.028 0.002 -0.016
O 0.11039 -2.03407 -1.66319 0.035 -0.091 -0.020
S 1.28200 -2.00425 -0.81699 0.093 0.066 -0.154
O 1.58754 -3.20728 -0.07142 0.005 0.018 0.087
N 1.15206 -0.71166 0.09802 -0.487 0.138 0.076
C 2.07737 -0.44430 1.08168 0.117 0.032 0.037
C 3.29979 -1.06051 1.28463 0.087 -0.103 0.012
C 4.15531 -0.68751 2.33718 -0.028 0.016 -0.005
C 3.81296 0.27941 3.23810 -0.058 -0.018 -0.041
C 2.56107 0.92286 3.09336 0.059 0.017 0.046
C 2.08961 1.87801 4.02011 0.019 -0.004 0.034
C 0.85383 2.42907 3.85670 -0.024 -0.045 -0.056
C 0.09643 2.06880 2.72635 0.143 0.064 0.052
N 0.52185 1.21819 1.82297 -0.006 0.122 0.130
C 1.72134 0.59490 2.00876 -0.084 -0.035 0.012
C 2.68194 -1.71360 -1.88325 0.055 -0.039 -0.048
C 2.64157 -0.65362 -2.77908 -0.017 0.110 0.083
C 3.75488 -0.36925 -3.55282 0.027 -0.004 -0.026
C 4.89904 -1.14883 -3.44466 -0.019 -0.018 0.028
C 4.92517 -2.22325 -2.56705 0.018 0.006 -0.026
C 3.81556 -2.50660 -1.78313 -0.071 -0.091 -0.061
H 3.61876 -1.86509 0.64175 -0.063 0.026 0.013
H 5.10282 -1.20532 2.42905 0.008 0.014 0.019
H 4.45825 0.54834 4.06498 0.012 -0.001 -0.007
H 2.71775 2.14170 4.86360 -0.007 0.014 -0.001
H 0.45018 3.14552 4.55919 0.003 0.002 0.005
H -0.87160 2.51304 2.54735 -0.016 0.004 -0.019
H 1.75754 -0.03262 -2.85142 0.026 -0.010 0.009
H 3.73346 0.47856 -4.22436 0.009 0.022 -0.001
H 5.77190 -0.91109 -4.04010 -0.002 -0.005 -0.006
H 5.81185 -2.83978 -2.48442 0.002 0.001 -0.005
H 3.81103 -3.34873 -1.10400 0.005 0.015 0.045
S -3.81879 -2.93068 5.05670 0.078 -0.039 -0.007
C -2.92443 -2.08387 3.77345 -0.114 -0.011 0.055
C -3.30095 -0.79049 3.44025 0.038 0.025 -0.042
C -2.57731 -0.12849 2.45843 -0.036 -0.091 0.001
N -1.55349 -0.68393 1.82056 0.223 0.011 -0.187
C -1.19205 -1.92104 2.14860 0.001 -0.019 0.020
C -1.84240 -2.66106 3.12571 0.034 0.031 -0.047
C -3.99927 -4.53823 4.33156 -0.002 0.014 -0.021
C -3.73228 -5.67000 5.08739 -0.058 -0.019 0.018
C -3.93761 -6.91704 4.51104 0.010 0.051 0.036
N -4.35944 -7.09617 3.26491 -0.004 -0.025 -0.024
C -4.59901 -5.99910 2.54549 -0.003 0.015 0.013
C -4.44883 -4.71037 3.02714 0.036 -0.002 -0.013
H -4.14809 -0.31364 3.91459 -0.007 -0.010 0.006
H -2.84182 0.87482 2.13855 -0.003 0.007 0.017
H -0.34400 -2.33405 1.60933 -0.032 0.008 0.024
H -1.51150 -3.66388 3.35956 -0.004 -0.003 0.010
H -3.36518 -5.58539 6.10127 0.010 0.004 0.000
H -3.73637 -7.81473 5.08598 -0.007 -0.008 -0.012
H -4.93682 -6.15692 1.52738 0.000 -0.012 0.003
H -4.66418 -3.85871 2.39544 0.000 -0.003 -0.002
C 5.26166 3.24874 -3.70459 0.008 0.000 -0.005
C 5.54867 2.89862 -2.39189 0.000 0.000 -0.001
C 4.52193 2.65408 -1.49536 -0.004 -0.001 0.010
C 3.17212 2.73887 -1.86517 -0.009 0.021 0.000
C 2.90450 3.09012 -3.19543 -0.006 0.005 0.033
C 3.93168 3.34401 -4.09239 -0.009 0.000 -0.023
C 2.17000 2.38521 -0.84032 -0.014 0.071 0.286
C 0.85701 2.11529 -0.92528 -0.046 -0.467 -0.606
C 0.03163 2.21765 -2.13563 -0.193 -0.118 0.078
C -0.43812 3.40269 -2.71999 0.079 0.085 0.060
C -1.39260 3.37142 -3.71992 -0.019 -0.061 -0.046
C -1.92103 2.16054 -4.17006 0.002 0.053 0.036
C -1.49584 0.98100 -3.57990 0.039 0.128 0.012
C -0.53962 1.01717 -2.57242 -0.071 -0.098 -0.362
H 6.05877 3.44310 -4.41194 -0.004 0.000 0.002
H 6.57833 2.81030 -2.06481 -0.001 -0.001 0.000
H 4.75810 2.36583 -0.47657 0.002 -0.001 0.001
H 1.88488 3.15837 -3.53993 -0.053 0.004 0.002
H 3.68501 3.61512 -5.11299 0.002 -0.002 0.004
H 2.64935 2.21010 0.12579 -0.025 -0.020 -0.012
H -0.05251 4.35149 -2.36391 -0.016 -0.001 0.009
H -1.74085 4.30270 -4.15222 -0.003 0.000 -0.001
H -2.67051 2.14954 -4.95194 -0.004 -0.004 0.004
H -1.92267 0.02818 -3.87238 0.009 0.008 -0.025
H -0.25261 0.07989 -2.09937 0.043 -0.011 -0.136
```
Positions in Å, forces in eV/Å.


# 2
Density functional theory data (ωB97M-V with the def2-TZVPD basis set) for a structure of composition C48H37ILuN8O2 in a non-equilibrium geometry.

As for the net charge: +1. As for the gap between HOMO and LUMO: 6.5 eV. The LUMO energy is -3.32 eV. For the energy above the lowest of the compared OMol25 structures with the same formula, charge and spin, the calculation gives 16.8 kcal per mole. For the maximum force, the calculation gives 1.15 eV/A. The value obtained for the total energy is -108113.664 eV.

```
97
Properties=species:S:1:pos:R:3:forces:R:3
Lu -0.06314 1.33015 -0.27838 0.434 0.572 -0.392
C 3.22809 1.68071 -3.84054 -0.192 0.057 0.171
C 2.09512 1.86054 -3.05416 -0.090 0.145 -0.025
N 2.03696 1.40814 -1.80504 -0.052 -0.270 0.116
C 3.12785 0.80021 -1.31313 0.023 0.075 -0.523
C 4.28155 0.69555 -2.10011 -0.411 0.046 0.444
N 4.31544 1.11370 -3.34835 0.262 -0.010 -0.382
C 3.07980 0.33716 0.08533 0.207 -0.195 0.456
C 3.93922 -0.63740 0.57998 -0.180 0.239 0.159
C 3.89601 -0.96450 1.93670 -0.259 0.442 -0.205
C 3.01979 -0.24471 2.75330 -0.063 0.117 -0.352
C 2.15975 0.68378 2.17244 0.270 -0.203 -0.105
N 2.17542 0.93804 0.86215 -0.216 -0.196 -0.156
C 1.19529 1.49000 2.95010 -0.337 0.254 0.389
C 1.38234 1.76136 4.31209 0.092 -0.215 -0.557
N 0.56305 2.53121 4.99878 -0.085 0.108 0.374
C -0.46126 3.05985 4.35313 -0.011 -0.021 -0.251
C -0.65843 2.81967 2.99848 -0.084 -0.001 -0.094
N 0.15626 2.03792 2.29528 0.125 -0.283 -0.069
C 4.73193 -2.04552 2.47782 0.312 -0.495 0.243
C 4.32338 -2.77574 3.59500 0.147 0.087 -0.225
C 5.11686 -3.82330 4.03588 -0.293 0.133 0.171
N 6.24095 -4.18679 3.44824 0.279 -0.372 0.148
C 6.63779 -3.49760 2.39489 0.091 0.271 -0.280
C 5.93635 -2.41814 1.87837 -0.200 0.052 0.123
H 3.27361 2.00283 -4.87086 -0.125 0.108 -0.043
H 1.22291 2.39465 -3.41791 0.028 -0.042 -0.023
H 5.20927 0.30180 -1.71502 0.032 -0.151 0.195
H 4.60312 -1.16505 -0.08493 0.021 -0.051 -0.075
H 2.99984 -0.42578 3.81576 -0.054 -0.004 0.064
H 2.22558 1.36908 4.86090 0.139 -0.106 -0.060
H -1.12506 3.69175 4.92505 -0.114 0.068 -0.064
H -1.48400 3.27427 2.46454 0.041 0.051 -0.006
H 3.39683 -2.55410 4.09979 -0.113 -0.019 0.057
H 4.83962 -4.40277 4.90386 -0.163 -0.035 0.116
H 7.56563 -3.82316 1.94485 0.081 0.064 -0.102
H 6.33674 -1.86898 1.04008 0.046 0.006 -0.086
C -1.28645 -1.12798 -4.30336 -0.121 0.117 0.141
C -2.46369 -1.79292 -4.00223 0.153 0.144 0.116
C -3.05793 -1.55704 -2.77742 0.114 0.195 0.037
C -2.46428 -0.66834 -1.87950 0.063 -0.024 -0.465
N -1.35790 0.01875 -2.19993 -0.138 0.021 0.397
C -0.79157 -0.22472 -3.37591 0.114 0.048 -0.315
C -3.06000 -0.41992 -0.55144 -0.430 0.041 0.471
C -3.98023 -1.31316 -0.00073 0.040 0.311 -0.081
C -4.58040 -1.01141 1.20729 0.059 0.234 -0.055
C -4.26401 0.18824 1.82478 0.051 -0.086 -0.164
C -3.30787 0.99634 1.22960 -0.126 0.115 0.136
N -2.69474 0.69988 0.09022 0.299 -0.230 -0.229
H -0.76981 -1.29535 -5.23490 0.059 0.052 -0.072
H -2.91292 -2.47822 -4.70458 -0.024 -0.062 -0.058
H -3.99078 -2.03610 -2.53817 -0.086 -0.092 0.094
H 0.11468 0.32824 -3.58786 -0.010 -0.053 -0.021
H -4.20907 -2.24039 -0.49561 -0.005 -0.109 -0.082
H -5.29626 -1.69061 1.64555 -0.035 -0.056 0.051
H -4.73582 0.48199 2.74816 -0.010 0.076 0.095
H -3.03700 1.94330 1.67829 0.044 -0.017 0.054
I 1.89736 4.05200 0.26398 -0.863 0.638 -0.427
C 0.31644 5.33743 -0.47596 0.912 -0.133 0.445
C 0.57804 6.67284 -0.34061 0.198 -0.354 0.112
C -0.34652 7.61140 -0.80996 -0.244 0.010 -0.129
C -1.47890 7.16472 -1.42394 0.141 0.180 0.070
C -1.73997 5.78767 -1.57697 0.145 -0.226 0.114
C -2.91116 5.38533 -2.24731 -0.115 -0.296 -0.041
C -3.17196 4.05886 -2.41488 -0.103 0.344 -0.066
C -2.29338 3.09825 -1.88841 0.437 -0.261 0.217
C -1.12269 3.37921 -1.18558 -0.201 -0.105 -0.140
C -0.84184 4.78946 -1.07033 -0.092 -0.090 -0.052
H 1.49595 7.00385 0.11855 0.069 0.035 0.049
H -0.14300 8.66331 -0.68881 -0.019 0.124 -0.025
H -2.20211 7.86288 -1.81689 -0.092 0.109 -0.043
H -3.58118 6.14549 -2.61951 -0.095 0.072 -0.069
H -4.06121 3.73807 -2.93984 -0.062 -0.012 -0.048
H -2.58626 2.06796 -2.06309 0.061 0.067 0.110
C -3.27335 -6.08331 -0.46567 0.010 0.026 -0.032
C -2.34454 -4.92424 -0.29287 0.130 0.118 0.113
C -1.41318 -4.57032 -1.25295 -0.065 -0.002 0.096
C -0.59022 -3.45911 -1.11408 -0.026 0.039 -0.012
C 0.43372 -3.28222 -2.19385 0.100 0.211 -0.201
C -0.71649 -2.62993 0.02157 -0.125 -0.153 0.011
C -1.60008 -3.03706 1.04604 0.065 -0.079 0.061
C -1.68843 -2.37709 2.39008 -0.072 0.260 0.069
C -2.38643 -4.16388 0.86554 0.069 0.020 -0.053
C -0.06310 -1.28495 0.07053 0.501 -0.822 -0.207
O 0.71204 -0.88964 -0.84146 0.143 0.154 0.146
O -0.36134 -0.45266 0.98103 -0.346 0.033 0.542
H -2.88263 -6.79921 -1.18339 -0.016 -0.089 -0.042
H -4.23919 -5.72891 -0.82968 -0.062 -0.067 -0.021
H -3.43927 -6.58267 0.48689 -0.045 -0.081 -0.009
H -1.30745 -5.18727 -2.13412 0.016 -0.034 -0.125
H 0.09759 -3.76428 -3.11000 0.042 -0.085 -0.009
H 1.35601 -3.76618 -1.87126 0.139 -0.013 -0.049
H 0.66261 -2.24182 -2.38922 0.028 -0.164 -0.069
H -1.59773 -1.29923 2.32887 -0.094 -0.120 0.121
H -0.86325 -2.74482 2.99955 0.052 0.026 0.180
H -2.62345 -2.62957 2.88313 -0.026 -0.160 0.067
H -3.05385 -4.46981 1.65831 -0.093 0.031 0.146
```
Positions in Å, forces in eV/Å.


Among the records above, which one has the lowest total energy? C48H36MnN5O2S3


Which of these has the lowest total energy? C48H36MnN5O2S3